C30H35N2O13 | ωB97M-V/def2-TZVPD

Element x y z (Å)
C  6.644  0.126  -1.004
C  6.122  -0.135  -2.421
O  4.903  -0.830  -2.429
C  3.740  0.003  -2.471
C  3.202  0.283  -1.063
O  1.811  0.126  -1.014
C  1.159  1.320  -0.530
N  -0.240  1.100  -0.415
C  -1.101  2.104  -1.045
C  -2.551  1.657  -0.697
C  -3.317  1.004  -1.819
C  -3.930  1.739  -2.837
C  -4.626  1.078  -3.839
C  -4.745  -0.313  -3.837
C  -4.159  -1.068  -2.817
C  -4.290  -2.562  -2.772
C  -3.443  -0.390  -1.831
C  -0.873  2.038  -2.604
O  -0.599  0.927  -3.054
O  -1.027  3.108  -3.214
N  -0.743  3.455  -0.515
C  -1.541  4.559  -1.077
C  -0.782  3.515  0.911
C  -2.073  3.726  1.666
O  0.227  3.410  1.552
H  7.730  0.090  -0.979
H  6.302  1.100  -0.666
H  6.277  -0.664  -0.356
H  6.849  -0.771  -2.928
H  6.084  0.796  -2.989
H  3.969  0.925  -3.004
H  2.994  -0.518  -3.061
H  3.672  -0.448  -0.403
H  3.500  1.292  -0.772
H  1.591  1.530  0.451
H  1.387  2.135  -1.212
H  -0.528  0.940  0.539
H  -2.537  0.954  0.132
H  -3.140  2.509  -0.364
H  -3.829  2.813  -2.821
H  -5.095  1.631  -4.640
H  -5.281  -0.840  -4.614
H  -4.870  -2.929  -3.614
H  -4.847  -2.829  -1.874
H  -3.317  -3.039  -2.710
H  -2.979  -0.967  -1.040
H  -1.645  5.375  -0.365
H  -2.528  4.267  -1.435
H  -1.012  4.952  -1.934
H  -2.833  4.271  1.116
H  -1.892  4.241  2.602
H  -2.496  2.751  1.894
C  -8.049  -6.019  1.411
C  -7.122  -5.676  0.507
C  -6.312  -4.413  0.635
O  -5.481  -4.192  -0.224
C  -6.571  -3.536  1.764
C  -7.500  -3.879  2.665
C  -8.292  -5.153  2.550
O  -9.105  -5.393  3.425
O  -7.799  -3.134  3.724
O  -6.839  -6.408  -0.562
H  -8.633  -6.924  1.330
H  -5.996  -2.624  1.837
H  -8.497  -3.618  4.204
H  -6.133  -5.927  -1.039
C  7.016  -0.355  4.175
C  6.717  0.626  3.309
C  7.769  1.568  2.785
O  7.435  2.425  1.991
C  9.137  1.410  3.255
C  9.428  0.432  4.121
C  8.382  -0.523  4.627
O  8.746  -1.392  5.401
O  10.650  0.219  4.600
O  5.493  0.836  2.855
H  6.270  -1.038  4.556
H  9.882  2.098  2.883
H  10.569  -0.550  5.197
H  5.542  1.593  2.239

The calculation puts the calculated total energy at -61274.6677 eV. Its total charge is -1. As for the LUMO energy: -0.1587 eV. For the frontier orbital gap, the calculation gives 4.4 eV. The highest occupied orbital energy comes out at -4.598 eV.